18
Properties=species:S:1:pos:R:3:forces:R:3:mulliken_spin:R:1 method="wB97M-V/def2-TZVPD" lumo_ev="-7.692 / -13.205" total_charge=+2 e_homo_ha="-0.7163 / -0.7163" multiplicity=2
C -1.2284 0.4575 -0.6374 0.9533 0.3772 0.6523 0.035
C -1.2818 1.6600 0.3883 -0.5722 -0.7220 -0.3064 -0.023
S 0.2082 1.9355 1.3587 -0.4455 -0.0671 0.1633 0.964
N -0.4997 -0.7794 -0.1197 -2.6713 0.9341 0.2013 -0.001
H -2.2671 0.1868 -0.8026 0.0306 0.0072 -0.3237 0.001
H -0.7256 0.7470 -1.5550 -0.1390 0.1000 -0.0656 -0.003
H -1.6043 2.5621 -0.1356 0.3801 0.0669 -0.1126 0.012
H -2.0944 1.4313 1.0854 0.3710 0.0280 0.4160 0.017
H 0.8554 2.7915 0.5563 0.1650 0.2956 -0.3125 -0.012
H -0.3562 -1.3994 -0.9472 1.0546 -0.4022 -0.1882 0.005
H 0.2862 -0.5946 0.5141 0.7413 -0.6382 -0.7955 -0.003
H -1.1951 -1.2959 0.4191 0.0841 -0.2191 0.3551 0.001
H 2.4364 -1.2131 -0.4825 0.1757 0.0130 -0.1810 0.000
H 2.6849 -1.7289 0.9286 -0.1293 0.2109 0.0611 0.001
O 2.0847 -1.1683 0.4122 0.0936 -0.1099 0.2041 0.006
H 0.1207 -3.4461 -1.6062 0.4042 -0.0455 0.0178 0.000
H -0.6497 -2.9837 -2.7859 0.0679 0.3219 -0.3517 0.000
O 0.0161 -2.6603 -2.1617 -0.5641 -0.1509 0.5662 0.000

=====

12
Properties=species:S:1:pos:R:3:forces:R:3:mulliken_spin:R:1 method="wB97M-V/def2-TZVPD" lumo_ev="-3.479 / -7.028" total_charge=+1 e_homo_ha="-0.4756 / -0.5761" multiplicity=3
C -1.3536 0.4159 0.5064 -3.5902 1.6793 2.8588 0.081
C 1.9135 -0.0899 0.3550 0.7718 1.1947 0.3282 0.285
C -0.4892 0.5938 -0.7008 1.1500 -2.9743 3.3175 0.057
C -0.8247 -0.9792 0.6947 -0.6250 0.8546 -1.7239 1.562
C 0.7061 -0.1283 -0.1438 -0.2932 1.3042 -2.0098 -0.093
N -0.3545 -0.9107 -0.7113 1.8473 -5.0874 -1.5380 0.054
H -1.1305 1.1765 1.2498 0.0628 -0.1570 0.3608 0.007
H -2.4934 0.3382 0.4928 1.3104 0.5016 -0.8187 0.035
H 2.2758 0.9370 0.3515 0.2435 -0.2189 0.3851 0.009
H 2.4862 -0.8231 0.8916 0.0218 -0.5388 -0.4517 0.000
H -0.5608 1.1748 -1.5314 -0.3182 1.4096 -2.3616 0.011
H -0.1747 -1.7049 -1.4544 -0.5810 2.0323 1.6534 -0.008

=====

6
Properties=species:S:1:pos:R:3:forces:R:3:nbo_charge:R:1 method="wB97M-V/def2-TZVPD" lumo_ev="3.032 / 3.032" total_charge=-1 e_homo_ha="-0.1470 / -0.1470"
N 0.1123 0.9970 0.4297 -0.7242 -1.0971 0.2991 -1.197
O 0.0665 -0.8392 2.2909 -1.4094 0.0568 -0.7176 -0.981
S -2.8314 -1.1150 0.1053 2.4993 0.6510 1.0722 -0.694
S -0.4341 -0.4312 0.9480 1.5244 1.2128 -1.3861 1.488
H -0.2887 1.9295 0.6772 -0.2805 -1.7271 0.1258 0.365
H 0.4598 -1.2108 0.1145 -1.6096 0.9036 0.6066 0.020

=====

15
Properties=species:S:1:pos:R:3:forces:R:3:nbo_charge:R:1 method="wB97M-V/def2-TZVPD" lumo_ev=-0.737 total_charge=0 e_homo_ha=-0.2755
O -0.5239 0.9941 -0.1670 0.7158 0.4044 0.1288 -1.017
C -1.7468 0.7652 -0.6508 -1.2951 0.2523 1.9525 0.914
O -1.7395 -0.0789 -1.6513 -0.9017 -0.5103 -1.1912 -0.999
O -2.7643 1.2150 -0.1197 0.6975 -0.0936 -0.6398 -0.715
Ca 0.3051 -0.2098 -1.6822 -0.3530 0.3055 -0.8600 1.799
O 2.9710 -0.1040 1.3290 0.5172 0.9967 2.0774 -0.499
C 2.3125 -0.8984 0.5503 -4.1445 3.0101 -0.2065 1.025
C 1.9403 0.2891 2.5270 3.0166 -1.1532 0.2103 -0.076
O 2.1146 -0.6927 -0.6562 3.2327 -1.8422 0.8105 -0.769
O 1.3248 -1.5182 1.1948 -0.4961 -1.3599 0.4421 -0.478
C 1.2119 -1.0636 2.5607 -0.3669 0.6657 -0.5612 -0.105
H 2.4598 0.3965 3.4874 0.7518 -0.6189 -0.3389 0.207
H 1.7876 1.3596 2.3698 -1.7057 -0.6119 -1.1315 0.263
H 0.1701 -1.0175 2.8880 0.0077 0.1057 -0.6196 0.246
H 1.6998 -1.8007 3.2063 0.3237 0.4496 -0.0728 0.203

=====

14
Properties=species:S:1:pos:R:3:forces:R:3:nbo_charge:R:1 method="wB97M-V/def2-TZVPD" lumo_ev=0.431 total_charge=0 smiles=Nc1cc(O)n(O)c1 e_homo_ha=-0.2794
N -1.0430 1.9806 1.1973 -4.6558 0.0076 1.3727 -0.814
C -0.6056 0.8360 0.4750 1.7372 -0.5694 3.6912 0.108
C -0.2836 -0.4957 1.1845 -0.2803 2.5179 -2.5995 -0.440
C 0.3989 -1.1124 0.1602 -1.4555 0.3204 -1.1369 0.466
O 0.7789 -2.3466 0.0386 1.5263 -3.9452 -1.8066 -0.674
N 0.4722 -0.3855 -1.0267 -0.2525 0.9031 2.4479 -0.118
O 1.2322 -0.9312 -2.0470 -1.1196 0.4888 -0.4063 -0.535
C 0.0575 0.9736 -0.6833 -0.4520 -0.8631 -3.9328 -0.186
H -2.0309 2.4173 0.5403 3.5251 -1.7044 3.3746 0.371
H -1.2899 1.6047 2.3526 0.2128 1.7119 -4.8870 0.381
H -0.6463 -0.7999 2.1815 0.4602 0.0060 -1.0245 0.241
H 0.9421 -2.6601 -0.9541 -0.5605 1.5863 3.0351 0.511
H 2.1578 -0.7756 -1.8807 0.7570 0.4288 0.4002 0.471
H -0.1402 1.6949 -1.5383 0.5575 -0.8887 1.4720 0.220

=====

10
Properties=species:S:1:pos:R:3:forces:R:3:nbo_charge:R:1 method="wB97M-V/def2-TZVPD" lumo_ev="-0.993 / -1.069" total_charge=0 smiles="[H]/N=C/C=N/P" e_homo_ha="-0.3347 / -0.3356"
H 3.5472 0.2461 -0.5968 -1.7275 -0.9636 1.0578 0.346
N 2.7072 -0.3493 -0.2739 1.7259 0.2208 -1.0343 -0.572
C 1.6188 0.3145 -0.2803 0.0942 2.6814 -0.0363 -0.017
C 0.3503 -0.3050 -0.0990 -4.3750 2.9163 0.8886 0.019
N -1.0021 0.7141 -0.2589 8.2742 -2.1885 0.0958 -0.680
P -2.2966 -0.2179 -0.4300 -1.5219 -2.0555 0.2535 0.634
H 1.6241 1.4664 -0.3688 -0.3410 -1.7334 -0.2967 0.180
H 0.2593 -1.2755 0.4895 -0.2146 1.1927 -1.2673 0.209
H -1.9020 -1.1237 0.5826 -0.4784 -0.8976 -0.2251 -0.075
H -2.9701 0.4798 0.5227 -1.4356 0.8275 0.5640 -0.044

=====

Which F_max belongs to each record? In order, 0.0552 0.1094 0.0544 0.0997 0.1008 0.1665 hartree/bohr.
Which electronic energy belongs to each record? In order, -18669.7880 -6756.2120 -25238.4564 -34936.6128 -11315.1748 -14418.9770 eV.
Which relative energy (zero: lowest compared OMol25 entry of this formula, charge and spin) belongs to each record? In order, 8.72 108.53 56.54 22.27 135.30 97.07 kcal/mol.